No. 1
20
Properties=species:S:1:pos:R:3:forces:R:3 method="wB97M-V/def2-TZVPD" total_energy_ha=-488.1656 total_charge=0 orbital_gap_ev="7.22 / 10.13" de_lowest_kj_mol=0.0 spin_multiplicity=3
C 1.829260 -0.336814 1.132112 -0.7 2.6 0.7
C 1.393512 0.947508 -0.984418 0.8 -3.3 0.1
C -0.959064 -1.724491 -0.589810 -0.3 -0.8 -3.3
C 1.021711 0.693274 0.390918 1.2 3.0 2.6
C -1.145241 -0.596762 0.326742 -1.5 -1.5 0.4
Si -2.254671 0.856505 0.226982 -0.8 -0.2 -0.6
H 1.804723 -1.169093 0.506639 0.8 -1.8 -0.7
H 2.808231 0.035816 1.522106 -0.3 -0.5 -0.9
H 1.288965 -0.515500 2.027848 -0.5 -0.7 1.0
H 0.737890 1.419883 -1.612365 -2.1 1.1 -1.5
H 2.199446 1.581486 -0.865689 2.3 1.5 -0.4
H 1.758631 -0.012440 -1.437954 -0.3 0.9 0.0
H -0.062127 -2.358219 -0.424558 0.3 1.0 -0.3
H -1.650028 -2.576691 -0.404614 -0.6 0.7 -0.1
H -1.078128 -1.443302 -1.788312 0.4 -0.8 3.1
H 0.768982 1.683843 0.974534 0.2 -2.1 -0.9
H -0.846561 -0.912412 1.333187 0.0 0.6 -0.1
H -2.637261 1.510754 -1.051522 0.9 -0.1 -0.3
H -1.802993 1.784364 1.207724 0.5 0.9 0.6
H -3.662772 0.645655 0.567756 -0.4 -0.6 0.5



No. 2
23
Properties=species:S:1:pos:R:3:forces:R:3 method="wB97M-V/def2-TZVPD" total_energy_ha=-858.5816 total_charge=-1 orbital_gap_ev=8.08 spin_multiplicity=1
C 0.925993 -0.608023 1.319777 0.0 -0.1 0.0
C 1.597407 -0.133259 0.035475 0.0 0.2 0.0
C 2.204428 -1.312118 -0.717644 0.0 -0.1 -0.1
C 0.658531 0.663866 -0.885257 0.1 -0.1 0.0
C -0.172702 1.763441 -0.201872 0.1 -0.1 0.0
Al -1.933499 1.324990 0.689210 0.1 0.2 0.1
P -2.806005 -0.740627 -0.277350 0.1 0.0 0.0
O -4.294295 -0.966840 -0.183295 -0.1 -0.1 0.0
H 1.570479 -1.316459 1.847977 0.0 0.0 0.0
H 0.685984 0.208843 1.997279 0.0 0.1 0.0
H -0.016692 -1.114477 1.104350 0.0 -0.1 -0.1
H 2.419050 0.543081 0.308430 0.0 0.0 0.1
H 2.738466 -0.990394 -1.615310 0.0 0.0 0.0
H 2.905974 -1.867998 -0.090718 0.0 0.0 0.0
H 1.415978 -2.001354 -1.033123 0.0 0.0 0.0
H 0.001127 -0.046690 -1.403141 0.0 0.0 0.1
H 1.296104 1.090869 -1.671993 0.0 0.0 0.0
H 0.475768 2.293291 0.510477 0.0 0.1 0.0
H -0.429807 2.508615 -0.963757 0.0 0.0 0.0
H -3.059760 2.430901 0.343381 0.0 0.0 0.0
H -1.799680 1.077278 2.289277 0.0 -0.1 -0.1
H -2.066794 -1.869972 0.209509 0.0 0.0 0.1
H -2.316055 -0.936964 -1.611683 0.0 0.1 -0.1



No. 3
27
Properties=species:S:1:pos:R:3:forces:R:3 method="wB97M-V/def2-TZVPD" total_energy_ha=-3607.8807 total_charge=0 orbital_gap_ev=6.21 de_lowest_kj_mol=425.2 spin_multiplicity=1
C 3.863820 1.403943 0.667986 1.5 1.1 0.5
O 3.371970 0.104570 1.147997 -0.5 1.0 -2.4
C 2.441845 -0.531084 0.202607 -1.1 -0.3 -0.3
C 0.942593 -0.642152 0.942174 1.5 -1.8 1.3
C -0.264532 -1.093921 -0.004998 1.2 -2.6 1.0
P -1.133737 0.093870 -1.168368 -4.1 0.0 2.5
Br 0.325160 -0.361513 -2.914659 3.2 1.4 -0.4
I 0.110505 2.118718 -0.502520 2.1 1.7 -0.3
B -2.484679 0.610462 0.151687 -0.8 2.1 1.4
C -3.616093 -0.408283 0.767678 -1.0 -0.5 0.4
O -2.453188 2.042981 0.552381 -2.1 -3.2 1.8
H 3.895400 1.529135 -0.494830 -0.4 -0.5 2.1
H 4.994864 1.499531 1.035038 -2.4 -0.3 -0.7
H 3.311158 2.338700 1.147316 0.8 -2.1 -1.1
H 2.846270 -1.620918 -0.070064 -0.9 2.2 0.8
H 2.342466 0.034700 -0.816715 0.3 -0.8 2.1
H 1.123210 -1.582337 1.667930 -0.5 1.9 -1.4
H 0.751454 0.225835 1.717637 0.3 -1.5 -2.1
H -1.098508 -1.594362 0.690173 1.6 1.3 -1.6
H 0.130983 -2.010296 -0.664154 -0.7 1.9 1.3
H -1.835354 0.934335 -2.093324 0.5 0.0 -0.4
H -2.019858 -0.997728 -1.596277 0.4 -0.4 -0.2
H -4.517665 0.240642 1.162576 1.6 -1.5 -0.5
H -3.175721 -1.085950 1.646382 -1.0 1.6 -1.8
H -4.072477 -1.167120 -0.025091 1.1 1.6 1.6
H -2.962221 2.180350 1.424657 0.8 -0.3 -2.1
Cs -0.817665 -2.262109 -4.573220 -1.3 -2.0 -1.7



No. 4
28
Properties=species:S:1:pos:R:3:forces:R:3 method="wB97M-V/def2-TZVPD" total_energy_ha=-833.6906 total_charge=+2 orbital_gap_ev=3.15 de_lowest_kj_mol=0.0 spin_multiplicity=1
In 1.512799 -0.461297 -1.240592 0.3 0.6 0.1
C -1.954600 -2.076390 2.574813 -0.8 -0.6 2.8
C -1.577459 -1.991272 1.015434 0.8 2.0 -4.6
C -2.630265 -1.213445 0.233108 -0.6 -0.3 0.9
O -0.359651 -1.552114 0.804262 -1.3 -1.0 1.7
H -3.003303 -2.343867 2.722378 -0.1 -0.2 -1.2
H -1.904005 -1.081686 3.016439 0.9 0.0 -0.3
H -1.411840 -2.891419 3.046438 0.6 0.5 0.0
H -1.698891 -3.076076 0.807995 0.6 -0.8 0.7
H -2.440550 -1.202208 -0.840444 0.6 0.1 0.1
H -2.716104 -0.203874 0.634835 -0.3 0.1 -0.3
H -3.558904 -1.774783 0.354534 -0.2 0.3 0.2
C 4.852154 0.654714 0.398347 -0.1 0.4 -0.4
O 4.072272 0.610945 -0.587175 -0.5 -0.3 0.1
N 6.170786 0.832133 0.274432 -0.4 -0.2 -0.4
N 4.401823 0.603755 1.662594 -0.5 -0.4 -0.6
H 6.529474 1.022629 -0.646295 0.4 -0.2 0.2
H 6.729509 0.721712 1.100141 0.6 0.3 -0.3
H 5.057131 0.629577 2.421399 -0.5 0.2 0.4
H 3.403323 0.700114 1.705532 0.2 -0.1 0.9
C -1.927520 1.579726 -2.224184 -2.1 0.7 -1.4
O -0.826851 1.193061 -1.824225 0.3 -0.2 0.8
N -2.389126 1.331381 -3.467141 1.0 -0.9 -0.8
N -2.875506 2.299022 -1.544489 1.7 -0.3 2.1
H -3.287122 1.631226 -3.793941 0.0 0.1 0.0
H -1.767403 0.897118 -4.130244 -0.1 0.1 0.0
H -3.764749 2.616442 -1.877592 0.1 -0.1 -0.4
H -2.635413 2.544889 -0.596363 -0.2 0.2 -0.1



No. 5
22
Properties=species:S:1:pos:R:3:forces:R:3 method="wB97M-V/def2-TZVPD" total_energy_ha=-308.9227 total_charge=0 orbital_gap_ev="10.09 / 8.78" de_lowest_kj_mol=48.6 spin_multiplicity=2
N -0.307979 2.290958 1.181494 0.2 -0.3 -1.1
C 0.808895 1.442358 0.786717 0.9 -1.4 1.0
C 2.160107 2.169485 0.932156 -1.2 -0.9 -1.6
C 0.550988 0.858163 -0.612012 0.0 1.6 0.7
N -0.699821 0.171406 -0.595254 -0.6 -0.1 -0.8
C -1.044483 -0.255958 -1.930084 1.0 0.0 -0.1
C -1.383916 -3.798571 0.416407 0.1 -0.7 0.7
H -1.030089 -4.249965 -0.510188 -0.7 0.4 -0.4
H -0.332554 2.447278 2.176898 -0.1 -0.1 0.1
H -1.110760 1.752623 0.866460 -0.4 0.4 0.6
H 0.865211 0.524271 1.408476 -0.1 0.2 0.1
H 2.946537 1.559020 0.476602 0.0 0.0 0.2
H 1.982658 3.008567 0.246034 0.7 0.6 0.9
H 2.389139 2.316209 1.983180 0.0 0.7 -0.1
H 0.491886 1.742044 -1.293192 0.1 -0.6 -0.1
H 1.379474 0.188736 -0.902049 -0.2 0.2 -0.1
H -1.958048 -0.842094 -2.008834 0.2 -0.1 0.3
H -1.093580 0.556583 -2.671133 -0.2 0.3 0.4
H -0.137342 -0.789269 -2.269934 -0.5 -0.5 -0.3
H -0.464307 -3.781679 1.006127 -0.3 0.4 0.4
H -2.098227 -4.462796 0.912130 0.3 -0.3 -0.1
H -1.913790 -2.847369 0.399998 0.6 0.2 -0.6



No. 6
22
Properties=species:S:1:pos:R:3:forces:R:3 method="wB97M-V/def2-TZVPD" total_energy_ha=-308.7552 total_charge=+1 orbital_gap_ev=11.45 de_lowest_kj_mol=98.4 spin_multiplicity=1
C 0.972061 2.961350 1.105270 -0.3 -0.6 1.0
C 0.427651 1.531223 0.975524 0.6 0.2 -0.4
N 0.861285 0.935620 -0.376928 0.5 -0.6 1.5
H 0.578774 3.591265 0.335013 -0.2 0.5 -0.5
H 0.710051 3.401784 2.084194 -0.1 -0.3 -0.5
H 2.054630 2.954732 1.075935 0.3 0.0 -0.2
H 0.935090 0.899989 1.733704 -0.7 0.2 -0.4
H -0.681163 1.502353 1.059658 0.9 -0.2 -0.1
H 1.889048 1.021461 -0.409379 -0.6 0.0 -0.2
H 0.482780 1.424931 -1.172879 -0.2 0.3 -0.2
C -2.123573 -0.910708 -0.725675 0.1 0.1 0.6
C -1.156985 -1.924310 -0.103031 -0.4 -1.0 -2.0
C 1.059385 -2.553058 -0.715071 -1.1 0.3 0.4
N 0.224602 -1.599949 -0.503144 1.0 -1.4 0.0
H -2.023313 0.112060 -0.329290 -0.2 -0.4 0.2
H -1.877892 -0.816507 -1.778557 -0.2 -0.2 -0.3
H -3.152886 -1.287763 -0.619442 0.4 0.4 0.0
H -1.174527 -2.092695 0.945659 -0.3 0.5 1.1
H -1.463846 -2.911089 -0.546679 0.6 0.7 0.4
H 2.064547 -2.354422 -1.059392 0.1 0.3 0.1
H 0.802199 -3.615379 -0.540022 -0.1 0.6 -0.3
H 0.592089 -0.270890 -0.435472 -0.1 0.5 -0.4



No. 7
22
Properties=species:S:1:pos:R:3:forces:R:3 method="wB97M-V/def2-TZVPD" total_energy_ha=-308.7625 total_charge=+1 orbital_gap_ev=11.00 de_lowest_kj_mol=79.1 spin_multiplicity=1
C -1.420636 -2.335900 -1.269329 0.5 -0.4 0.1
N -0.034427 -2.285320 -0.701373 0.6 0.4 -0.4
C 0.216630 -1.681987 0.439645 0.2 -0.4 -0.1
N 1.399541 -1.619462 1.065235 -0.9 -0.3 -1.3
H -1.553605 -3.330848 -1.730561 0.0 0.5 0.3
H -1.568583 -1.563960 -2.041931 0.1 -0.2 0.5
H -2.107492 -2.220796 -0.413139 0.2 0.0 -0.7
H 0.767547 -2.599990 -1.296902 -1.1 0.2 0.8
H -0.668085 -1.213724 0.937546 1.0 -0.4 -0.3
H 2.299623 -1.964604 0.638243 -1.5 0.8 1.0
H 1.327757 -0.991104 1.854149 1.0 -0.2 0.1
C -0.961534 2.341310 -0.386735 -1.2 -0.8 -0.1
C -0.096399 1.987547 0.807932 1.2 -0.9 0.1
C 1.357120 1.600195 0.413601 -0.5 -1.2 0.0
H -0.463440 3.096144 -0.982807 0.2 -0.1 -0.3
H -1.914700 2.806832 -0.071899 0.4 -0.3 0.0
H -1.245454 1.450989 -1.027905 0.5 0.9 0.6
H -0.480542 1.212950 1.510161 -0.2 0.4 -0.6
H 0.029280 2.856150 1.386528 -0.2 1.2 1.1
H 1.951374 1.121014 1.251477 -0.7 0.5 -0.9
H 1.226244 0.896337 -0.435799 0.7 0.1 0.4
H 1.939782 2.438227 0.053862 0.0 0.2 -0.1



No. 8
22
Properties=species:S:1:pos:R:3:forces:R:3 method="wB97M-V/def2-TZVPD" total_energy_ha=-308.7467 total_charge=+1 orbital_gap_ev=11.24 de_lowest_kj_mol=120.6 spin_multiplicity=1
C -0.662964 2.023034 1.488489 0.6 -0.3 0.1
N -1.069468 1.416362 0.184867 -0.6 2.0 -1.0
C -2.409009 0.793673 0.212655 -0.2 -1.3 0.4
H 0.140280 2.753774 1.325016 -0.3 -0.2 0.0
H -1.522431 2.509744 1.984220 0.5 -0.4 -0.3
H -0.235259 1.190440 2.061657 -0.4 0.4 0.2
H -0.343136 0.784892 -0.238159 0.3 -0.8 0.2
H -1.093262 2.146262 -0.551596 -0.2 -0.1 0.7
H -2.307990 -0.205159 0.678453 -0.1 0.5 -0.3
H -2.796435 0.687167 -0.803157 0.1 0.0 0.2
H -3.105659 1.354812 0.836130 0.2 0.2 -0.2
C 1.450857 -2.068142 0.778571 -0.2 -0.5 -0.3
C 0.565556 -1.754449 -0.410303 -0.5 -0.6 -0.3
C 1.730415 -0.198732 -1.689751 -0.6 0.4 0.3
N 0.721155 -0.418191 -0.932620 1.4 1.0 -1.1
H 1.066389 -2.934367 1.299484 0.0 -0.4 -0.1
H 2.435902 -2.298571 0.383484 0.3 0.1 0.4
H 1.495739 -1.306771 1.532380 0.1 0.7 0.2
H -0.505154 -1.850457 -0.224970 0.1 -0.3 0.4
H 0.793916 -2.452360 -1.224323 -0.1 -0.1 0.2
H 2.550226 -0.902666 -1.899363 -0.5 -0.2 0.1
H 1.815937 0.763756 -2.202942 0.0 -0.1 0.4



No. 9
22
Properties=species:S:1:pos:R:3:forces:R:3 method="wB97M-V/def2-TZVPD" total_energy_ha=-308.6757 total_charge=+1 orbital_gap_ev=6.32 de_lowest_kj_mol=307.0 spin_multiplicity=1
C 1.124152 1.087569 1.117980 -0.1 -0.6 0.3
C 0.007958 1.335231 0.052819 -0.1 0.5 -0.4
C -0.390240 0.100510 -0.588689 1.7 -0.2 -0.2
C -0.964195 -1.024407 0.062821 -1.1 -0.4 0.7
C -2.427937 -0.579983 0.457331 -0.3 0.2 -0.6
N -3.140717 -0.215778 -0.759897 0.3 -0.4 0.4
N 3.799137 -0.730979 -0.737937 -1.0 0.6 0.4
H 0.912107 0.145771 1.617151 0.1 0.0 0.2
H 2.120426 0.993714 0.690599 -0.1 0.1 -0.3
H -0.870154 1.762050 0.555942 0.1 -0.1 0.2
H 0.349178 2.030495 -0.713401 0.0 0.1 0.2
H 3.473732 -0.815841 -1.684455 0.4 -0.2 -0.1
H -0.049821 -0.025686 -1.617091 -0.4 0.1 -0.2
H -1.020280 -1.948787 -0.496623 0.2 0.1 -0.4
H -0.467332 -1.210594 1.016700 0.0 0.1 0.1
H -2.322854 0.230382 1.178697 0.0 0.0 0.1
H -2.916208 -1.431314 0.922969 0.0 0.0 0.2
H -4.039820 0.243265 -0.656060 0.3 -0.1 0.0
H -2.568440 0.135908 -1.506053 -0.3 0.3 -0.2
H 4.752864 -0.442826 -0.628626 0.2 -0.2 -0.2
H 3.535626 -1.505050 -0.156020 0.3 -0.3 -0.1
H 1.102812 1.866344 1.871846 0.0 0.2 -0.1



No. 10
22
Properties=species:S:1:pos:R:3:forces:R:3 method="wB97M-V/def2-TZVPD" total_energy_ha=-308.5056 total_charge=+1 orbital_gap_ev=5.04 de_lowest_kj_mol=753.8 spin_multiplicity=1
C -1.606942 -0.338746 0.379446 -2.4 -3.0 -1.0
N -0.315318 -0.675073 0.254315 -0.6 2.8 2.2
C 3.042901 -0.574688 1.397099 -2.2 1.0 0.1
C 3.003764 -2.068476 1.190206 2.1 -0.1 -1.8
C -1.814826 1.101609 0.017572 2.5 6.1 0.6
N -1.220886 1.608928 -1.303085 -0.3 -5.1 -0.1
C -2.208731 1.795181 -2.333731 -2.3 2.1 0.6
H -2.110932 -0.128254 1.489370 1.4 -0.6 -1.9
H -2.365003 -1.077384 -0.139575 1.3 0.9 1.2
H 1.976473 -0.217708 1.722416 1.9 -0.5 -0.1
H 3.790209 -0.247729 2.134319 -0.3 0.0 -0.4
H 3.164270 -0.073243 0.427161 0.4 0.1 0.4
H 2.954153 -2.589323 2.106933 -0.2 -0.7 1.0
H 2.181812 -2.357967 0.534907 -0.1 -0.1 0.0
H 3.972714 -2.411145 0.655425 -1.5 0.4 0.9
H -2.742516 1.621782 0.226442 -0.9 -0.9 -0.6
H -1.239103 1.701967 0.777431 0.2 -1.0 -0.6
H -0.644175 0.797119 -1.729454 -0.5 2.0 1.3
H -0.192513 -1.603453 0.002396 0.3 -2.7 -0.8
H -3.078842 1.138904 -2.435249 0.5 -1.0 0.4
H -2.756906 2.716071 -2.073148 0.4 0.2 -0.5
H -1.789603 1.881628 -3.301196 0.7 0.2 -0.8



No. 11
22
Properties=species:S:1:pos:R:3:forces:R:3 method="wB97M-V/def2-TZVPD" total_energy_ha=-308.7586 total_charge=+1 orbital_gap_ev=9.98 de_lowest_kj_mol=89.4 spin_multiplicity=1
N -1.783593 -0.264033 -0.294781 -1.1 0.0 0.4
C -0.571479 -1.110983 -0.402674 0.5 -0.1 -0.2
C -0.757908 -2.515976 0.099477 0.5 -0.6 -0.1
C 0.564975 -0.364943 0.295857 -0.9 0.5 0.3
N 0.517090 1.057179 -0.060629 1.1 -0.6 -0.3
C 0.526077 1.953072 1.104736 -2.3 -0.4 -0.7
C 1.598842 1.430817 -1.018831 -0.5 0.4 0.6
H -1.428679 0.709458 -0.222263 0.2 0.2 -0.3
H -2.386628 -0.372534 -1.108428 0.0 0.2 -0.1
H -2.373610 -0.466097 0.516138 0.2 -0.1 0.1
H -0.383643 -1.108320 -1.473367 0.2 -0.1 -0.1
H -0.650028 -2.626382 1.164806 -0.3 0.4 0.7
H -1.693638 -2.961932 -0.193463 -0.4 -0.1 -0.2
H 0.041805 -3.170683 -0.260923 -0.1 0.2 -0.4
H 0.405003 -0.403497 1.377308 0.2 -0.5 0.0
H 1.439311 -0.922962 -0.012499 0.7 0.3 0.3
H 1.364006 1.890411 1.750619 1.3 0.2 0.3
H 0.275324 2.934752 0.708440 0.6 0.3 0.4
H -0.333574 1.678354 1.737833 0.1 0.1 -0.1
H 2.464064 1.830683 -0.490703 0.1 0.0 0.2
H 1.208983 2.233649 -1.641334 0.2 -0.2 -0.4
H 1.957298 0.569965 -1.575321 -0.3 0.0 -0.3



Number 1: F_max 4.145 eV Å⁻¹. Number 2: F_max 0.263 eV Å⁻¹. Number 3: F_max 4.834 eV Å⁻¹. Number 4: F_max 5.105 eV Å⁻¹. Number 5: F_max 2.184 eV Å⁻¹. Number 6: F_max 2.240 eV Å⁻¹. Number 7: F_max 1.900 eV Å⁻¹. Number 8: F_max 2.316 eV Å⁻¹. Number 9: F_max 1.689 eV Å⁻¹. Number 10: F_max 6.560 eV Å⁻¹. Number 11: F_max 2.451 eV Å⁻¹.